Computed, not measured: a 2-piece molecular cluster, C4H14N2O overall, with ωB97M-V with the def2-TZVPD basis set.

Last columns: bonded neighbours and bond lengths (Å).
CARTESIAN COORDINATES (ANGSTROEM)
1 C 0.7858 0.0185 -2.5600  N2 1.495, H7 1.149, H8 1.144, H9 1.152
2 N -0.1760 -0.2601 -1.4500  C1 1.495, C3 1.466, H10 0.987
3 C 0.3664 -1.2349 -0.4996  N2 1.466, C4 1.547, H11 1.068, H12 1.151
4 C -0.4712 -1.5800 0.7546  C3 1.547, C5 1.507, H13 1.060, H14 1.117
5 C -1.5951 -0.6250 1.0632  C4 1.507, N6 1.486, H15 1.082, H16 1.096
6 N -1.0587 0.7275 1.3645  C5 1.486, H17 0.986, H18 1.027
7 H 1.0777 -0.9865 -3.0344  C1 1.149
8 H 1.7388 0.6322 -2.4026  C1 1.144
9 H 0.2532 0.5361 -3.4401  C1 1.152
10 H -0.3444 0.6147 -1.0260  N2 0.987
11 H 1.4145 -1.0435 -0.4222  C3 1.068
12 H 0.4783 -2.1980 -1.1208  C3 1.151
13 H -0.8735 -2.5504 0.6109  C4 1.060
14 H 0.2377 -1.6574 1.6140  C4 1.117
15 H -2.3785 -0.6151 0.3168  C5 1.082
16 H -2.3198 -0.9324 1.8257  C5 1.096
17 H -1.7869 1.2798 1.7349  N6 0.986
18 H -0.4852 0.5948 2.2065  N6 1.027
19 O 1.7761 2.3783 1.2112  H20 0.932, H21 1.031
20 H 1.3045 3.0610 0.7876  O19 0.932
21 H 1.6017 1.4944 0.7096  O19 1.031

As for the energy relative to the best compared isomer or geometry (same formula, charge and spin): 53.0 kcal/mol. Its LUMO energy is 0.9 eV. The value obtained for the HOMO-LUMO gap is 9.6 eV. The calculation puts the molar mass at 106.17 g/mol. The structure (SMILES) is CNCCCN.O. The spin multiplicity is 1. The HOMO energy is -8.70 eV. Its net charge is 0.

Need the Löwdin charges? In units of e they are:
1. C -0.1584
2. N -0.1327
3. C -0.2569
4. C -0.1772
5. C -0.2991
6. N 0.0054
7. H 0.0855
8. H 0.0810
9. H 0.0834
10. H 0.0496
11. H 0.0816
12. H 0.1246
13. H 0.0878
14. H 0.1193
15. H 0.1026
16. H 0.1024
17. H 0.0468
18. H 0.0779
19. O -0.0878
20. H -0.0054
21. H 0.0695


Computed, not measured: a 7-piece molecular cluster, C6H27N12O7 overall, with ωB97M-V with the def2-TZVPD basis set.

Last columns: bonded neighbours and bond lengths (Å).
CARTESIAN COORDINATES (ANGSTROEM)
1 O -17.5246 -9.4378 -20.8465  H2 0.960, H3 0.960, H4 0.960
2 H -18.4592 -9.5176 -21.0508  O1 0.960
3 H -17.3057 -9.7107 -19.9525  O1 0.960
4 H -17.3254 -8.5103 -20.9936  O1 0.960
5 C -17.2819 -12.8658 -20.9038  O6 1.200, N7 1.308, N8 1.275
6 O -18.2785 -12.3064 -20.5381  C5 1.200
7 N -16.2797 -12.2631 -21.4898  C5 1.308, H9 1.010, H10 1.010
8 N -17.0706 -14.1234 -20.8928  C5 1.275, H11 1.010, H12 1.010
9 H -16.1684 -11.2626 -21.4084  N7 1.010
10 H -15.5328 -12.7646 -21.9490  N7 1.010
11 H -16.1994 -14.5921 -21.0963  N8 1.010
12 H -17.8853 -14.5764 -20.5040  N8 1.010
13 C -16.8491 -10.9757 -17.5336  O14 1.240, N15 1.329, N16 1.302
14 O -16.5756 -10.0966 -18.3638  C13 1.240
15 N -17.8007 -11.8851 -17.7168  C13 1.329, H17 1.010, H18 1.010
16 N -16.3744 -11.0428 -16.3230  C13 1.302, H19 1.010, H20 1.010
17 H -18.0578 -12.5991 -17.0504  N15 1.010
18 H -18.1523 -11.8174 -18.6612  N15 1.010
19 H -15.9524 -10.2514 -15.8587  N16 1.010
20 H -16.2616 -11.9696 -15.9377  N16 1.010
21 C -14.1656 -8.3489 -21.8958  O22 1.178, N23 1.282, N24 1.367
22 O -15.2792 -8.6806 -22.0917  C21 1.178
23 N -13.2590 -8.4548 -22.7966  C21 1.282, H25 1.010, H26 1.010
24 N -13.6633 -7.7261 -20.7874  C21 1.367, H27 1.010, H28 1.010
25 H -13.6807 -8.3268 -23.7054  N23 1.010
26 H -12.3815 -8.0577 -22.4928  N23 1.010
27 H -12.7197 -7.4041 -20.6257  N24 1.010
28 H -14.2380 -7.8371 -19.9643  N24 1.010
29 C -16.5852 -6.1536 -19.0610  O30 1.263, N31 1.322, N32 1.296
30 O -16.5406 -7.2922 -19.6062  C29 1.263
31 N -16.1918 -4.9889 -19.5473  C29 1.322, H33 1.010, H34 1.010
32 N -17.2409 -5.9954 -17.9541  C29 1.296, H35 1.010, H36 1.010
33 H -16.0366 -4.9744 -20.5452  N31 1.010
34 H -16.6431 -4.1534 -19.2034  N31 1.010
35 H -17.7823 -6.6996 -17.4734  N32 1.010
36 H -17.2936 -5.0633 -17.5688  N32 1.010
37 C -17.7526 -6.5144 -22.8032  O38 1.236, N39 1.269, N40 1.304
38 O -18.4591 -7.5141 -22.6364  C37 1.236
39 N -16.4874 -6.4159 -22.7735  C37 1.269, H41 1.010, H42 1.010
40 N -18.1753 -5.3430 -23.1905  C37 1.304, H43 1.010, H44 1.010
41 H -16.0578 -7.3100 -22.5836  N39 1.010
42 H -15.9573 -5.5576 -22.7228  N39 1.010
43 H -19.1055 -5.1057 -23.5044  N40 1.010
44 H -17.4379 -4.7022 -23.4468  N40 1.010
45 C -20.7781 -10.1032 -20.7450  O46 1.209, N47 1.274, N48 1.357
46 O -20.0036 -9.1754 -20.7418  C45 1.209
47 N -21.5858 -10.4295 -19.8149  C45 1.274, H49 1.010, H50 1.010
48 N -20.9029 -10.9122 -21.8273  C45 1.357, H51 1.010, H52 1.010
49 H -22.3543 -11.0692 -19.9578  N47 1.010
50 H -21.6362 -9.8261 -19.0065  N47 1.010
51 H -21.4028 -11.7849 -21.7342  N48 1.010
52 H -20.2551 -10.7827 -22.5913  N48 1.010

Its LUMO energy (alpha / beta) is 0.4 / 0.3 eV. The value obtained for the HOMO-LUMO gap (alpha / beta) is 1.8 / 9.0 eV. The calculation puts the molar mass at 379.36 g/mol. The spin multiplicity is 2. As for the expectation value of S²: 0.75. The HOMO energy (alpha / beta) is -1.41 / -8.72 eV. Its net charge is 0.

Need the Löwdin charges? In units of e they are:
1. O 0.1887
2. H 0.0492
3. H 0.0625
4. H 0.0685
5. C -0.8142
6. O 0.0319
7. N 0.1876
8. N 0.1753
9. H 0.0956
10. H 0.1106
11. H 0.1217
12. H 0.1242
13. C -0.7247
14. O 0.0184
15. N 0.1742
16. N 0.1542
17. H 0.1117
18. H 0.0659
19. H 0.1166
20. H 0.1078
21. C -0.8269
22. O 0.0407
23. N 0.1609
24. N 0.1595
25. H 0.1195
26. H 0.0969
27. H 0.0832
28. H 0.0833
29. C -0.7695
30. O -0.0283
31. N 0.1274
32. N 0.1392
33. H 0.0377
34. H 0.0544
35. H 0.1087
36. H 0.0824
37. C -0.8047
38. O 0.0250
39. N 0.1571
40. N 0.1301
41. H 0.0488
42. H 0.0470
43. H 0.1093
44. H 0.0669
45. C -0.7385
46. O 0.0494
47. N 0.1855
48. N 0.1663
49. H 0.1192
50. H 0.1273
51. H 0.0996
52. H 0.1169


Computed, not measured: one molecule with the formula C5H13NO, with ωB97M-V with the def2-TZVPD basis set.

Last columns: bonded neighbours and bond lengths (Å).
CARTESIAN COORDINATES (ANGSTROEM)
1 C -2.1009 1.2310 -0.2432  N2 1.471, H8 1.084, H9 1.047, H10 1.130
2 N -1.0483 0.5741 0.5471  C1 1.471, C3 1.495, H11 0.980
3 C -0.1232 -0.2551 -0.2851  N2 1.495, C4 1.591, C5 1.498, H12 1.118
4 C -0.6553 -1.7545 -0.3095  C3 1.591, H13 1.104, H14 1.114, H15 1.061
5 C 1.3279 -0.3282 0.0792  C3 1.498, C6 1.514, O7 1.434, H16 1.151
6 C 2.0565 0.9887 -0.0869  C5 1.514, H17 1.108, H18 1.094, H19 1.110
7 O 1.6055 -0.8427 1.3883  C5 1.434, H20 0.963
8 H -2.8544 1.6879 0.3889  C1 1.084
9 H -1.6714 2.0185 -0.7828  C1 1.047
10 H -2.5981 0.4264 -0.8613  C1 1.130
11 H -1.3560 0.1286 1.3638  N2 0.980
12 H -0.1092 0.1721 -1.3184  C3 1.118
13 H -0.2645 -2.1699 0.6355  C4 1.104
14 H -0.2015 -2.4496 -1.0527  C4 1.114
15 H -1.7096 -1.8632 -0.2720  C4 1.061
16 H 1.6318 -1.1062 -0.7132  C5 1.151
17 H 3.1386 0.8264 0.0849  C6 1.108
18 H 2.1865 1.3008 -1.1272  C6 1.094
19 H 1.7413 1.6263 0.7650  C6 1.110
20 H 1.0044 -0.2118 1.7993  O7 0.963

As for the energy relative to the best compared isomer or geometry (same formula, charge and spin): 45.1 kcal/mol. Its LUMO energy is 1.0 eV. The value obtained for the HOMO-LUMO gap is 9.8 eV. The calculation puts the molar mass at 103.16 g/mol. The structure (SMILES) is CN[C@H](C)[C@@H](C)O. The spin multiplicity is 1. The HOMO energy is -8.79 eV. Its net charge is 0.

Need the Löwdin charges? In units of e they are:
1. C -0.1117
2. N -0.0850
3. C -0.3583
4. C -0.0465
5. C -0.4667
6. C -0.0541
7. O -0.0290
8. H 0.0734
9. H 0.0536
10. H 0.0936
11. H 0.0795
12. H 0.1479
13. H 0.0732
14. H 0.0844
15. H 0.0481
16. H 0.1629
17. H 0.0807
18. H 0.0825
19. H 0.0947
20. H 0.0767


Computed, not measured: a 2-piece molecular cluster, C7H11BrN5O2 overall, with ωB97M-V with the def2-TZVPD basis set.

Last columns: bonded neighbours and bond lengths (Å).
CARTESIAN COORDINATES (ANGSTROEM)
1 N -2.4171 3.6909 -2.8728  C2 1.316
2 C -2.7490 2.5095 -3.3486  N1 1.316, O3 1.492
3 O -2.6451 1.1211 -3.8846  C2 1.492, N4 1.343
4 N -1.4299 0.8904 -4.4078  O3 1.343, C5 1.371, H11 1.063
5 C -0.3034 0.4871 -3.7375  N4 1.371, N6 1.529, N9 1.512
6 N 1.0342 0.2976 -4.4540  C5 1.529, C7 1.541
7 C 1.9206 -0.1366 -3.2710  N6 1.541, N8 1.530, H12 1.173
8 N 1.1319 -0.1710 -1.9604  C7 1.530, N9 1.409, H13 1.061
9 N -0.1984 0.1825 -2.2603  C5 1.512, N8 1.409, Br10 1.872
10 Br -1.4626 0.1834 -0.8795  N9 1.872
11 H -1.3299 1.0317 -5.4565  N4 1.063
12 H 3.0576 -0.3982 -3.3943  C7 1.173
13 H 1.5321 -0.4299 -1.0126  N8 1.061
14 C -0.7125 -0.7275 3.4754  C15 1.507, C18 1.513, H19 1.093, H20 1.097
15 C 0.5927 -0.2472 4.0554  C14 1.507, C16 1.513, H21 1.096, H22 1.093
16 C 1.6064 -0.9823 3.2059  C15 1.513, O17 1.434, H23 1.095, H24 1.094
17 O 1.0118 -1.1656 1.9136  C16 1.434, C18 1.434
18 C -0.3823 -0.8406 2.0032  C14 1.513, O17 1.434, H25 1.095, H26 1.093
19 H -1.5540 -0.0588 3.6734  C14 1.093
20 H -0.9571 -1.7166 3.8806  C14 1.097
21 H 0.6909 0.8340 3.9024  C15 1.096
22 H 0.7017 -0.4528 5.1233  C15 1.093
23 H 1.8252 -1.9737 3.6167  C16 1.095
24 H 2.5461 -0.4318 3.1041  C16 1.094
25 H -0.5365 0.1137 1.4878  C18 1.095
26 H -0.9734 -1.6095 1.4981  C18 1.093

Its LUMO energy is -5.0 eV. The value obtained for the HOMO-LUMO gap is 7.4 eV. The calculation puts the molar mass at 277.10 g/mol. The spin multiplicity is 1. The HOMO energy is -12.44 eV. Its net charge is +1.

Need the Löwdin charges? In units of e they are:
1. N 0.1631
2. C -0.0908
3. O -0.0647
4. N 0.0051
5. C -0.1644
6. N 0.1163
7. C 0.0698
8. N 0.0124
9. N -0.4720
10. Br 0.9825
11. H 0.2195
12. H 0.1621
13. H 0.1835
14. C -0.1708
15. C -0.1718
16. C -0.1969
17. O -0.1589
18. C -0.2853
19. H 0.1215
20. H 0.1249
21. H 0.1207
22. H 0.1241
23. H 0.1240
24. H 0.1211
25. H 0.0245
26. H 0.1005


Q: Look up the spin multiplicity of the fourth one.
A: 1


Q: The highest spin multiplicity belongs to which entry?
A: C6H27N12O7